Here is C24H27AsS3V as an isolated structure at a distorted geometry from the Open Molecules 2025 dataset. Energies are from wB97M-V/def2-TZVPD.

As for the expectation value of S²: 2.107. The charge is +3. The gap between HOMO and LUMO (spin up / spin down) is 3.7 / 4.8 eV. Its spin multiplicity is 3. Its total energy is -144328.43410 eV.

Atoms and positions in Å:
1 V 0.042 -2.384 0.176
2 C -1.315 -0.822 -2.187
3 C -2.078 -2.084 -2.408
4 S -1.867 -3.330 -1.012
5 C -1.158 -4.715 -1.923
6 C 0.087 -5.277 -1.232
7 S 1.434 -4.249 -0.691
8 C 2.097 -3.370 -2.140
9 C 1.317 -2.231 -2.814
10 S 0.492 -1.019 -1.686
11 H -1.729 -0.260 -1.383
12 H -1.376 -0.127 -3.021
13 H -1.762 -2.623 -3.314
14 H -3.162 -1.902 -2.579
15 H -0.912 -4.349 -2.930
16 H -1.919 -5.458 -2.122
17 H 0.500 -6.010 -1.895
18 H -0.203 -5.868 -0.343
19 H 2.436 -4.160 -2.813
20 H 3.041 -2.927 -1.712
21 H 0.582 -2.660 -3.525
22 H 2.066 -1.608 -3.355
23 C 3.714 4.148 2.878
24 C 2.913 3.221 3.520
25 C 1.840 2.553 2.871
26 C 1.554 2.842 1.560
27 C 2.247 3.949 0.968
28 C 3.336 4.565 1.569
29 As 0.696 1.910 0.110
30 C -1.064 2.766 0.025
31 C -1.438 3.152 -1.240
32 C -2.652 3.744 -1.524
33 C -3.562 3.829 -0.509
34 C -3.140 3.639 0.827
35 C -1.920 3.057 1.092
36 C 0.273 0.148 1.046
37 C -1.040 -0.340 1.216
38 C -1.363 -1.340 2.127
39 C -0.307 -2.097 2.708
40 C 0.974 -1.759 2.416
41 C 1.277 -0.712 1.556
42 H 4.713 4.358 3.291
43 H 3.210 2.797 4.479
44 H 1.387 1.747 3.460
45 H 2.105 4.331 -0.087
46 H 3.808 5.397 1.050
47 H -0.746 3.038 -2.132
48 H -2.813 4.178 -2.471
49 H -4.514 4.204 -0.743
50 H -3.843 3.865 1.612
51 H -1.553 2.837 2.112
52 H -1.855 0.278 0.727
53 H -2.407 -1.591 2.339
54 H -0.534 -2.771 3.587
55 H 1.825 -2.188 2.938
56 H 2.267 -0.322 1.530



Here is C24H27AuBr4Cl5O6SSi as an isolated structure from the Open Molecules 2025 dataset. Energies are from wB97M-V/def2-TZVPD.

As for the energy above the lowest of the compared OMol25 structures with the same formula, charge and spin: 3.3 kcal/mol. The charge is -1. The gap between HOMO and LUMO is 5.0 eV. Its total energy is -402805.89976 eV.

Atoms and positions in Å:
1 Au -0.532 1.958 -0.666
2 Br 2.408 1.513 6.668
3 C 2.214 1.745 4.816
4 C 3.420 1.596 3.955
5 Br 5.060 1.221 4.785
6 C 3.353 1.695 2.622
7 Br 4.796 1.476 1.467
8 C 2.056 1.959 1.934
9 O 1.954 1.899 0.742
10 C 0.835 2.248 2.838
11 O -0.195 2.620 2.364
12 C 1.012 2.033 4.303
13 Br -0.549 2.243 5.298
14 Cl -3.386 8.749 -1.528
15 C -2.423 7.314 -1.485
16 C -2.956 6.085 -1.858
17 Cl -4.601 6.011 -2.387
18 C -2.193 4.925 -1.830
19 Cl -2.884 3.438 -2.357
20 C -0.837 4.931 -1.393
21 O -0.052 3.919 -1.331
22 C -0.327 6.213 -1.037
23 Cl 1.318 6.268 -0.517
24 C -1.092 7.363 -1.079
25 Cl -0.398 8.879 -0.619
26 C 1.514 -1.254 2.134
27 C 0.424 -2.309 2.261
28 C 1.003 -3.579 2.880
29 C -0.722 -1.778 3.120
30 O -0.068 -2.685 0.982
31 Si -0.303 -1.791 -0.398
32 S -1.449 -0.104 -0.079
33 O 1.198 -1.559 -1.029
34 C 1.665 -1.226 -2.339
35 C 2.584 -0.019 -2.192
36 C 0.529 -0.887 -3.298
37 C 2.439 -2.441 -2.839
38 O -0.996 -2.902 -1.393
39 C -2.331 -3.372 -1.538
40 C -3.101 -2.422 -2.453
41 C -3.014 -3.477 -0.177
42 C -2.218 -4.752 -2.180
43 H 1.929 -1.012 3.117
44 H 1.082 -0.356 1.691
45 H 2.316 -1.596 1.479
46 H 1.375 -3.387 3.889
47 H 1.823 -3.954 2.266
48 H 0.231 -4.349 2.933
49 H -0.365 -1.547 4.128
50 H -1.509 -2.531 3.194
51 H -1.149 -0.880 2.673
52 H 2.031 0.822 -1.778
53 H 2.994 0.273 -3.162
54 H 3.410 -0.252 -1.516
55 H -0.032 -0.022 -2.939
56 H -0.159 -1.726 -3.404
57 H 0.944 -0.645 -4.279
58 H 3.227 -2.695 -2.128
59 H 2.894 -2.240 -3.812
60 H 1.768 -3.296 -2.934
61 H -3.122 -1.421 -2.021
62 H -4.126 -2.773 -2.593
63 H -2.617 -2.367 -3.430
64 H -3.130 -2.489 0.271
65 H -2.416 -4.094 0.495
66 H -4.004 -3.927 -0.282
67 H -1.692 -4.673 -3.133
68 H -3.205 -5.184 -2.360
69 H -1.653 -5.421 -1.529



Here is C24H27BF4O2S4Ti as an isolated structure from the Open Molecules 2025 dataset. Energies are from wB97M-V/def2-TZVPD.

As for the expectation value of S²: 2.003. As for the energy above the lowest of the compared OMol25 structures with the same formula, charge and spin: 6.7 kcal/mol. The gap between HOMO and LUMO (spin up / spin down) is 7.3 / 8.9 eV. Its spin multiplicity is 3. Its total energy is -107431.30047 eV.

Atoms and positions in Å:
1 Ti -0.072 1.003 -0.133
2 C -3.459 4.348 -0.151
3 C -3.093 2.892 -0.060
4 C -3.336 2.023 -1.114
5 C -3.010 0.676 -1.031
6 C -3.189 -0.226 -2.222
7 C -2.500 0.174 0.171
8 C -2.286 1.021 1.268
9 C -1.975 0.454 2.631
10 C -2.534 2.386 1.111
11 H -3.514 4.672 -1.187
12 H -2.719 4.961 0.362
13 H -4.428 4.519 0.324
14 H -3.740 2.416 -2.040
15 H -4.049 0.080 -2.816
16 H -3.320 -1.262 -1.914
17 H -2.305 -0.173 -2.863
18 H -2.297 -0.886 0.270
19 H -1.305 1.102 3.194
20 H -1.537 -0.540 2.566
21 H -2.905 0.369 3.200
22 H -2.333 3.059 1.937
23 F -0.545 2.000 -2.049
24 B -0.140 3.361 -1.720
25 F 0.075 3.263 -0.283
26 F 1.037 3.646 -2.373
27 F -1.144 4.243 -2.001
28 O 0.530 -0.878 -0.295
29 C 0.876 -1.817 0.680
30 C 1.048 -1.167 2.049
31 C 1.227 0.160 2.306
32 C 1.475 0.446 3.680
33 C 1.473 -0.665 4.452
34 S 1.204 -2.073 3.508
35 C 2.233 -2.404 0.275
36 C 3.453 -2.165 0.830
37 C 4.528 -2.721 0.079
38 C 4.102 -3.357 -1.042
39 S 2.390 -3.332 -1.170
40 C -0.199 -2.904 0.649
41 C -0.622 -3.855 1.525
42 C -1.612 -4.723 0.976
43 C -1.918 -4.416 -0.309
44 S -0.998 -3.086 -0.878
45 H 1.288 0.961 1.579
46 H 1.635 1.445 4.063
47 H 1.618 -0.744 5.517
48 H 3.584 -1.593 1.738
49 H 5.567 -2.636 0.364
50 H 4.692 -3.871 -1.784
51 H -0.250 -3.959 2.533
52 H -2.079 -5.525 1.530
53 H -2.639 -4.894 -0.953
54 C 3.948 1.735 -2.363
55 S 2.839 0.558 -1.581
56 C 1.834 0.200 -3.027
57 O 2.007 1.451 -0.684
58 H 3.343 2.539 -2.782
59 H 4.540 1.227 -3.123
60 H 4.592 2.118 -1.574
61 H 2.444 -0.287 -3.785
62 H 1.407 1.135 -3.387
63 H 1.061 -0.482 -2.672



Here is a 6-piece molecular cluster, C24H27Br6N3O6 overall at a distorted geometry from the Open Molecules 2025 dataset. Energies are from wB97M-V/def2-TZVPD.

As for the energy above the lowest of the compared OMol25 structures with the same formula, charge and spin: 20.2 kcal/mol. The gap between HOMO and LUMO is 9.2 eV. The SMILES is O=[N+]([O-])c1ccccc1.O=[N+]([O-])c1ccccc1.O=[N+]([O-])c1ccccc1.BrCCBr.BrCCBr.BrCCBr. Its total energy is -462326.48692 eV.

Atoms and positions in Å:
1 O 0.808 4.637 -11.411
2 N 0.078 3.776 -11.010
3 O -1.128 3.969 -10.893
4 C 0.740 2.577 -10.481
5 C 2.059 2.247 -10.821
6 C 2.648 1.050 -10.443
7 C 1.902 0.132 -9.798
8 C 0.632 0.444 -9.362
9 C 0.000 1.661 -9.688
10 H 2.604 2.923 -11.464
11 H 3.610 0.698 -10.786
12 H 2.407 -0.810 -9.648
13 H 0.191 -0.304 -8.720
14 H -0.987 1.940 -9.350
15 O -11.602 6.470 -15.940
16 N -11.632 5.557 -16.738
17 O -12.450 5.530 -17.643
18 C -10.760 4.364 -16.495
19 C -10.683 3.238 -17.366
20 C -9.844 2.204 -17.140
21 C -8.983 2.215 -16.054
22 C -9.059 3.318 -15.140
23 C -9.946 4.352 -15.333
24 H -11.257 3.145 -18.275
25 H -10.027 1.370 -17.802
26 H -8.335 1.368 -15.883
27 H -8.380 3.290 -14.301
28 H -9.939 5.216 -14.685
29 O -11.361 8.741 -12.845
30 N -12.062 7.998 -12.114
31 O -13.166 8.360 -11.705
32 C -11.544 6.697 -11.631
33 C -12.116 6.078 -10.512
34 C -11.546 4.912 -9.995
35 C -10.472 4.399 -10.704
36 C -9.897 5.028 -11.796
37 C -10.440 6.147 -12.272
38 H -12.967 6.497 -9.996
39 H -12.013 4.376 -9.182
40 H -10.054 3.521 -10.234
41 H -9.018 4.636 -12.287
42 H -9.880 6.714 -13.001
43 Br -6.714 5.996 -14.757
44 C -5.275 7.312 -15.094
45 C -5.757 8.528 -15.941
46 Br -6.103 7.969 -17.850
47 H -4.426 6.770 -15.511
48 H -5.084 7.762 -14.120
49 H -5.124 9.415 -15.949
50 H -6.719 8.898 -15.587
51 Br -6.488 3.748 -11.586
52 C -5.427 3.208 -13.138
53 C -4.249 4.231 -13.209
54 Br -3.197 3.662 -14.777
55 H -6.107 3.252 -13.988
56 H -5.024 2.203 -13.013
57 H -3.571 4.144 -12.360
58 H -4.567 5.270 -13.286
59 Br 1.485 0.190 -14.862
60 C -0.230 1.207 -14.930
61 C -1.029 0.711 -13.743
62 Br -1.615 -1.241 -13.719
63 H -0.619 1.144 -15.946
64 H -0.154 2.293 -14.980
65 H -1.912 1.344 -13.662
66 H -0.379 0.792 -12.872